Record 1
This record from the OMol25 dataset describes C20H60O24S as an isolated structure at a distorted geometry. The level of theory is wB97M-V/def2-TZVPD.

As for the multiplicity: 1. The calculation puts the HOMO-LUMO gap at 8.37 eV. Its HOMO energy is -0.1593 hartree. As for the energy above the lowest of the compared OMol25 structures with the same formula, charge and spin: 50.65 kcal/mol. As for the net charge: -2.

Each line ends with the Löwdin charge.
CARTESIAN COORDINATES (ANGSTROEM)
S (0.4337, 0.0988, -0.2881)  0.390
O (0.0118, -0.8831, 0.6776)  -0.317
O (-0.6085, 1.0775, -0.5721)  -0.335
O (1.5425, 0.8794, 0.2681)  -0.307
O (0.8282, -0.6108, -1.5189)  -0.313
C (-0.8970, 4.4974, -0.2077)  -0.205
C (-1.1022, 5.8586, -0.8331)  -0.329
O (-2.0575, 6.6111, -0.2248)  -0.055
O (-0.1743, 3.5472, -1.0353)  -0.156
H (-2.0280, 4.0971, -0.1829)  0.163
H (-0.2896, 4.6373, 0.6895)  0.101
H (-1.5124, 5.6767, -1.8236)  0.114
H (-0.1593, 6.5195, -0.9104)  0.149
H (-1.7882, 7.4557, -0.5317)  0.062
H (-0.5267, 2.5265, -0.9091)  0.074
C (-3.2295, 1.8847, 1.8280)  -0.246
C (-4.5722, 2.0032, 2.5051)  -0.164
O (-4.5485, 2.8740, 3.7188)  -0.046
O (-3.2753, 1.0946, 0.6677)  -0.046
H (-2.5908, 1.4883, 2.5804)  0.108
H (-2.9052, 2.8670, 1.6152)  0.093
H (-5.1554, 1.0916, 2.8808)  0.151
H (-5.1935, 2.4177, 1.9324)  0.028
H (-4.1082, 3.6155, 3.5087)  -0.005
H (-2.3562, 0.9441, 0.3850)  0.052
C (1.1229, -3.8370, -2.0064)  -0.191
C (0.4667, -3.6412, -3.3532)  -0.192
O (-0.4485, -4.7752, -3.4079)  -0.110
O (2.1270, -2.7958, -1.8777)  -0.110
H (1.6751, -4.8438, -2.0425)  0.145
H (0.5672, -3.7202, -1.1393)  0.083
H (1.0576, -3.5301, -4.0146)  0.011
H (-0.1027, -2.6386, -3.2562)  0.135
H (-1.0170, -4.7287, -4.2628)  0.119
H (1.8000, -1.9335, -1.6372)  -0.008
C (1.6101, 2.7416, 2.7166)  -0.244
C (0.2300, 3.0963, 3.2298)  -0.215
O (-0.1494, 2.2062, 4.3228)  -0.103
O (1.8649, 3.1552, 1.3571)  -0.125
H (2.0475, 1.7361, 2.8522)  0.126
H (2.3259, 3.3968, 3.2745)  0.109
H (-0.3629, 2.8427, 2.3573)  0.088
H (-0.0024, 4.1288, 3.3586)  0.107
H (-0.1017, 1.2812, 4.0152)  0.026
H (1.8793, 2.2902, 0.8212)  0.033
C (-2.5247, -3.0702, -0.0885)  -0.306
C (-4.0864, -2.8533, -0.2497)  -0.196
O (-4.5411, -3.3013, -1.5234)  -0.041
O (-2.0819, -2.5786, 1.0651)  0.029
H (-1.9256, -2.7106, -0.8583)  0.080
H (-2.3482, -4.1294, -0.4987)  0.144
H (-4.3378, -1.8716, 0.1275)  0.090
H (-4.5649, -3.5436, 0.7854)  0.174
H (-5.3576, -2.9747, -1.6966)  0.029
H (-1.4298, -2.0243, 0.9102)  -0.043
C (2.1540, 1.7065, -3.5930)  -0.255
C (0.9842, 2.6020, -4.1582)  -0.256
O (0.9902, 3.8599, -3.5866)  -0.040
O (1.9681, 0.3278, -3.8454)  -0.099
H (2.2053, 1.7122, -2.6577)  0.005
H (3.1709, 2.2645, -3.8534)  0.158
H (0.1233, 1.9646, -3.7958)  0.116
H (1.1172, 2.3434, -5.2108)  0.111
H (0.4643, 3.6779, -2.8399)  0.010
H (1.4232, -0.1148, -3.1255)  0.058
C (2.6083, -2.6567, 1.3225)  -0.305
C (3.4562, -2.6775, 2.5201)  -0.317
O (4.7856, -2.3296, 2.4100)  -0.153
O (1.3053, -3.0229, 1.5655)  -0.065
H (2.9577, -3.3781, 0.4561)  0.153
H (2.5503, -1.7795, 0.7898)  0.068
H (3.3467, -3.7325, 2.9436)  0.141
H (3.2876, -1.9455, 3.3687)  0.134
H (4.7796, -1.2695, 1.9995)  0.188
H (0.8164, -2.3745, 1.0485)  0.022
C (5.3786, -0.9822, -0.6154)  -0.223
C (4.3942, 0.1913, -0.7067)  -0.251
O (3.9552, 0.3414, 0.5850)  -0.110
O (5.8846, -1.2461, -1.8878)  -0.047
H (5.1838, -1.9196, -0.0232)  0.112
H (6.6136, -0.6505, -0.2127)  0.184
H (3.6571, 0.0448, -1.4991)  0.115
H (4.7452, 1.2074, -0.8239)  0.124
H (3.0571, 0.6879, 0.4661)  0.003
H (5.3708, -1.8956, -2.0908)  -0.027
C (0.1425, -1.2152, 4.3141)  -0.215
C (-0.8766, -2.1927, 4.8434)  -0.196
O (-0.5928, -2.6460, 6.2153)  -0.083
O (-0.4668, -0.4094, 3.2848)  -0.127
H (0.7740, -1.9596, 3.7547)  0.107
H (0.6691, -0.5463, 5.0642)  0.144
H (-0.7290, -3.1041, 4.3040)  0.108
H (-1.8734, -1.7287, 4.8190)  0.128
H (-1.2061, -2.3294, 6.8277)  0.026
H (-0.3445, -0.8272, 2.3631)  0.076
C (-3.1722, -1.1081, -3.9179)  -0.239
C (-1.9289, -0.4912, -3.2361)  -0.269
O (-2.0591, 0.8897, -2.9895)  -0.131
O (-2.8863, -2.4973, -4.1448)  -0.086
H (-3.3234, -0.5064, -4.8701)  0.125
H (-4.0630, -0.8317, -3.3711)  0.105
H (-1.0187, -0.5664, -3.8817)  0.136
H (-1.9850, -0.9571, -2.4171)  0.023
H (-1.5666, 1.2632, -2.0852)  0.134
H (-3.3575, -2.8357, -3.3264)  0.080

Record 2
This record from the OMol25 dataset describes Cl6FeO24 as an isolated structure at a distorted geometry. The level of theory is wB97M-V/def2-TZVPD.

As for the multiplicity: 5. The calculation puts the HOMO-LUMO gap (alpha / beta) at 7.83 / 7.82 eV. Its HOMO energy (alpha / beta) is 0.0350 / 0.0354 hartree. As for the net charge: -4.

Each line ends with the Mulliken spin population.
CARTESIAN COORDINATES (ANGSTROEM)
Fe (0.0319, -0.1527, 0.3332)  3.895
Cl (2.8762, 2.4076, -0.5653)  0.001
O (2.4054, 2.8149, -1.8961)  0.000
O (2.1358, 1.3365, 0.0459)  0.012
O (4.0512, 1.5703, -0.7079)  0.002
O (2.8850, 3.6562, 0.0490)  0.001
Cl (0.0499, -3.7434, -0.7865)  -0.001
O (0.7609, -4.9340, -0.3811)  0.002
O (0.5921, -2.6216, -0.1335)  0.010
O (0.3751, -3.6311, -2.1477)  0.001
O (-1.3907, -3.8127, -0.6390)  0.000
Cl (-3.6529, -0.6719, 0.2634)  0.001
O (-2.2065, -0.5979, 0.3036)  0.021
O (-3.9772, -1.5121, -0.7125)  0.002
O (-4.0455, -1.1204, 1.4995)  0.002
O (-4.2625, 0.6775, 0.0685)  0.002
Cl (2.4071, -1.5782, 3.0335)  0.002
O (2.4875, -2.9310, 2.5520)  0.000
O (1.8825, -1.7619, 4.3577)  0.002
O (3.7087, -1.0101, 3.0456)  0.002
O (1.5136, -0.6765, 2.2265)  0.009
Cl (-1.1922, 3.0819, 1.3041)  0.002
O (-0.4733, 1.9882, 1.7506)  0.007
O (-1.5988, 2.7315, 0.0279)  -0.001
O (-2.3804, 3.1964, 2.0247)  0.001
O (-0.3798, 4.2765, 1.1680)  0.001
Cl (-0.5215, 0.6229, -3.2340)  0.001
O (0.1375, 1.6677, -4.0443)  0.003
O (-0.5780, -0.6268, -3.9650)  0.003
O (0.1280, 0.3275, -1.9394)  0.018
O (-1.7690, 1.0268, -2.9013)  0.001

Record 3
This record from the OMol25 dataset describes a 3-piece molecular cluster, C3H11NOS2 overall at a distorted geometry. The level of theory is wB97M-V/def2-TZVPD.

As for the multiplicity: 1. The calculation puts the HOMO-LUMO gap at 4.13 eV. Its HOMO energy is -0.3153 hartree. As for the energy above the lowest of the compared OMol25 structures with the same formula, charge and spin: 112.00 kcal/mol.

Each line ends with the Löwdin charge.
CARTESIAN COORDINATES (ANGSTROEM)
S (3.9093, 0.4731, -0.3817)  0.273
S (-3.5868, -0.0536, -0.3507)  0.660
C (-2.0856, 0.4923, 0.6316)  -0.497
C (-0.9872, -0.5372, 0.4505)  -0.342
N (-0.2974, -0.4465, -0.8248)  -0.101
C (0.3663, 0.8525, -1.0110)  -0.148
H (-4.4964, 0.5086, 0.4285)  -0.183
H (-1.8643, 1.4668, 0.1981)  0.044
H (-2.5923, 0.6526, 1.5708)  0.055
H (-1.5051, -1.4881, 0.6081)  0.104
H (-0.2814, -0.3969, 1.2744)  0.090
H (0.3426, -1.2162, -0.9522)  0.101
H (-0.3943, 1.5837, -1.2701)  0.072
H (1.0983, 0.7950, -1.8038)  0.056
H (0.8747, 1.2045, -0.1037)  0.069
H (2.8088, -1.0885, 2.2043)  0.031
H (2.5444, -0.8190, 0.7584)  -0.161
O (2.0863, -1.1143, 1.5664)  -0.124

Record 4
This record from the OMol25 dataset describes C14H20BrNO2P2ReS as an isolated structure at a distorted geometry. The level of theory is wB97M-V/def2-TZVPD.

As for the multiplicity: 2. The calculation puts the HOMO-LUMO gap (alpha / beta) at 4.83 / 5.25 eV. Its HOMO energy (alpha / beta) is -0.5239 / -0.5239 hartree. As for the energy above the lowest of the compared OMol25 structures with the same formula, charge and spin: 41.31 kcal/mol. As for the net charge: +2.

Each line ends with the Mulliken spin population.
CARTESIAN COORDINATES (ANGSTROEM)
Re (-0.1854, -0.5748, 1.0056)  1.109
C (3.2794, -1.1649, 0.2835)  -0.013
P (2.2244, -0.1428, 1.3296)  -0.010
C (2.8180, -0.3676, 3.0193)  0.010
C (2.5934, 1.5809, 0.8867)  -0.013
C (1.5170, 2.5046, 1.4318)  0.011
P (-0.1212, 1.9013, 0.9375)  -0.043
C (-0.4348, 2.5465, -0.7207)  0.002
C (-1.3221, 2.6803, 2.0287)  -0.006
H (4.3185, -0.8671, 0.4308)  0.000
H (3.0136, -1.0421, -0.7665)  0.004
H (3.1693, -2.2146, 0.5552)  -0.001
H (3.8791, -0.1149, 3.0512)  0.000
H (2.6912, -1.4048, 3.3282)  0.000
H (2.2711, 0.2724, 3.7105)  -0.001
H (2.6611, 1.6408, -0.2025)  0.000
H (3.5759, 1.8386, 1.2863)  0.001
H (1.6470, 3.5245, 1.0653)  0.000
H (1.5467, 2.5489, 2.5228)  0.000
H (-0.3201, 3.6315, -0.7083)  0.000
H (-1.4558, 2.3073, -1.0185)  -0.001
H (0.2562, 2.1195, -1.4473)  -0.001
H (-1.2415, 3.7627, 1.9160)  0.000
H (-1.1272, 2.4067, 3.0648)  0.000
H (-2.3286, 2.3622, 1.7578)  -0.004
Br (-1.8418, -3.0454, -5.7811)  0.001
C (-2.1749, -2.2261, -4.1316)  0.001
C (-3.4720, -2.1676, -3.6416)  0.000
C (-3.7192, -1.5394, -2.4339)  -0.002
C (-2.6662, -0.9924, -1.7087)  0.004
C (-1.3678, -1.0649, -2.2108)  -0.010
C (-1.1116, -1.6784, -3.4233)  0.028
C (-2.9970, -0.3076, -0.4472)  0.018
O (-4.0431, 0.0788, -0.0801)  0.000
O (-1.8605, -0.0938, 0.3924)  0.023
H (-4.2821, -2.6069, -4.2060)  0.000
H (-4.7257, -1.4757, -2.0422)  0.001
H (-0.5313, -0.6058, -1.6821)  -0.007
H (-0.1112, -1.7225, -3.8307)  0.000
S (1.0534, -4.6978, 2.6698)  -0.050
C (0.6351, -3.3473, 2.1302)  0.017
N (0.2906, -2.2424, 1.6790)  -0.068

Record 5
This record from the OMol25 dataset describes C6H12O in the gas phase. The level of theory is wB97M-V/def2-TZVPD.

As for the multiplicity: 1. The calculation puts the HOMO-LUMO gap at 10.45 eV. Its HOMO energy is -0.3430 hartree. The SMILES is CCOCC1CC1. As for the energy above the lowest of the compared OMol25 structures with the same formula, charge and spin: 57.12 kcal/mol.

Each line ends with the Löwdin charge.
CARTESIAN COORDINATES (ANGSTROEM)
C (2.6399, 0.5584, 0.4083)  -0.070
C (1.6483, 0.0812, -0.6735)  -0.254
O (0.9002, -1.1060, -0.4218)  -0.157
C (-0.3098, -1.3179, 0.3115)  -0.165
C (-1.4692, -0.3286, 0.5738)  -0.257
C (-2.4708, -0.0405, -0.5167)  -0.125
C (-1.5925, 1.0527, 0.0093)  -0.123
H (3.6239, 0.7644, -0.0388)  0.068
H (2.3222, 1.4771, 0.9122)  0.065
H (2.7888, -0.2264, 1.1557)  0.074
H (2.2602, -0.1926, -1.5447)  0.115
H (0.9711, 0.8776, -0.9885)  0.085
H (-0.7424, -2.1201, -0.2943)  0.119
H (-0.0500, -1.7383, 1.2920)  0.112
H (-1.9198, -0.4818, 1.5581)  0.131
H (-2.2534, -0.4784, -1.4880)  0.106
H (-3.5304, 0.0058, -0.2675)  0.098
H (-0.7715, 1.3873, -0.6121)  0.075
H (-2.0447, 1.8263, 0.6250)  0.101

Record 6
This record from the OMol25 dataset describes C6H12O in the gas phase. The level of theory is wB97M-V/def2-TZVPD.

As for the multiplicity: 1. The calculation puts the HOMO-LUMO gap at 10.60 eV. Its HOMO energy is -0.3474 hartree. The SMILES is C[C@H]1CO[C@@H](C)C1. As for the energy above the lowest of the compared OMol25 structures with the same formula, charge and spin: 14.24 kcal/mol.

Each line ends with the Löwdin charge.
CARTESIAN COORDINATES (ANGSTROEM)
C (1.5085, -0.0153, 1.9627)  -0.071
C (0.3007, -0.1245, 1.0485)  -0.376
C (-0.3494, 1.2445, 0.7742)  -0.169
O (-0.9643, 1.1842, -0.5092)  -0.103
C (-0.9288, -0.1747, -0.9175)  -0.400
C (-1.1130, -0.3517, -2.4150)  -0.029
C (0.4399, -0.6630, -0.3685)  -0.112
H (1.1985, 0.4603, 2.9018)  0.080
H (2.3002, 0.6007, 1.5209)  0.081
H (1.9282, -0.9959, 2.2103)  0.077
H (-0.4362, -0.7780, 1.5349)  0.137
H (-1.0868, 1.4984, 1.5460)  0.124
H (0.4144, 2.0327, 0.7508)  0.124
H (-1.7248, -0.7189, -0.3787)  0.145
H (-2.0541, -0.8433, -2.6833)  0.076
H (-0.2889, -1.0108, -2.6760)  0.069
H (-1.0160, 0.5775, -2.9812)  0.085
H (1.2674, -0.1732, -0.9107)  0.134
H (0.6044, -1.7491, -0.4098)  0.126

Record 7
This record from the OMol25 dataset describes a 2-piece molecular cluster, C4H9ClS overall at a distorted geometry. The level of theory is wB97M-V/def2-TZVPD.

As for the multiplicity: 1. The calculation puts the HOMO-LUMO gap at 7.94 eV. Its HOMO energy is -0.3357 hartree. As for the energy above the lowest of the compared OMol25 structures with the same formula, charge and spin: 53.21 kcal/mol.

Each line ends with the Löwdin charge.
CARTESIAN COORDINATES (ANGSTROEM)
C (-0.2428, 0.7195, 1.7900)  -0.171
C (0.9978, 0.9548, -0.3561)  -0.174
C (-1.0003, -1.5262, -1.6190)  -0.351
C (0.0671, 0.1645, 0.4925)  -0.718
S (-1.4743, -0.4714, -0.1895)  0.892
Cl (1.6867, -1.8987, 0.6012)  -0.094
H (0.4398, 0.6369, 2.6419)  0.107
H (-1.2921, 0.6321, 2.0690)  0.065
H (-0.1342, 1.8404, 1.5964)  0.112
H (1.9668, 1.0911, 0.2163)  0.103
H (0.7111, 2.0384, -0.2538)  0.098
H (1.1851, 0.6737, -1.4031)  0.086
H (-0.6844, -0.9031, -2.4399)  0.023
H (-2.0023, -1.8344, -2.0214)  0.053
H (-0.2239, -2.1174, -1.1245)  -0.030

Record 8
This record from the OMol25 dataset describes C5H10N2O5 in the gas phase at a distorted geometry. The level of theory is wB97M-V/def2-TZVPD.

As for the multiplicity: 1. The calculation puts the HOMO-LUMO gap at 10.51 eV. Its HOMO energy is -0.3656 hartree. The SMILES is C[C@@]1(OO)NC(=O)N[C@@]1(C)OO. As for the energy above the lowest of the compared OMol25 structures with the same formula, charge and spin: 112.17 kcal/mol.

Each line ends with the Löwdin charge.
CARTESIAN COORDINATES (ANGSTROEM)
C (0.5046, -0.9735, -1.5169)  0.013
C (0.7532, 0.0354, -0.4451)  -0.318
O (1.6873, -0.4058, 0.7115)  -0.102
O (3.0946, -0.3920, 0.3463)  -0.013
N (1.2013, 1.3582, -0.9250)  0.183
C (0.7483, 2.3403, -0.0750)  -0.499
O (1.1270, 3.5075, 0.0145)  0.059
N (-0.3019, 1.8094, 0.6690)  0.183
C (-0.5434, 0.4380, 0.2983)  -0.387
C (-1.1207, -0.2968, 1.5067)  0.013
O (-1.6512, 0.3186, -0.6708)  -0.105
O (-2.8665, 0.7463, -0.1285)  -0.022
H (1.3752, -1.4809, -1.5870)  0.046
H (0.2144, -0.6018, -2.5526)  0.132
H (-0.2434, -1.7293, -1.3501)  0.092
H (3.3488, -0.7430, 1.2115)  0.105
H (2.1699, 1.4401, -1.1443)  0.140
H (-1.0000, 2.3219, 1.1100)  0.131
H (-2.0408, 0.0972, 1.7996)  0.062
H (-0.4755, -0.3143, 2.4474)  0.123
H (-1.2273, -1.2816, 1.3265)  0.049
H (-3.1744, 1.5608, -0.5539)  0.115

Repeat the fifth record exactly.
This record from the OMol25 dataset describes C6H12O in the gas phase. The level of theory is wB97M-V/def2-TZVPD.

As for the multiplicity: 1. The calculation puts the HOMO-LUMO gap at 10.45 eV. Its HOMO energy is -0.3430 hartree. The SMILES is CCOCC1CC1. As for the energy above the lowest of the compared OMol25 structures with the same formula, charge and spin: 57.12 kcal/mol.

Each line ends with the Löwdin charge.
CARTESIAN COORDINATES (ANGSTROEM)
C (2.6399, 0.5584, 0.4083)  -0.070
C (1.6483, 0.0812, -0.6735)  -0.254
O (0.9002, -1.1060, -0.4218)  -0.157
C (-0.3098, -1.3179, 0.3115)  -0.165
C (-1.4692, -0.3286, 0.5738)  -0.257
C (-2.4708, -0.0405, -0.5167)  -0.125
C (-1.5925, 1.0527, 0.0093)  -0.123
H (3.6239, 0.7644, -0.0388)  0.068
H (2.3222, 1.4771, 0.9122)  0.065
H (2.7888, -0.2264, 1.1557)  0.074
H (2.2602, -0.1926, -1.5447)  0.115
H (0.9711, 0.8776, -0.9885)  0.085
H (-0.7424, -2.1201, -0.2943)  0.119
H (-0.0500, -1.7383, 1.2920)  0.112
H (-1.9198, -0.4818, 1.5581)  0.131
H (-2.2534, -0.4784, -1.4880)  0.106
H (-3.5304, 0.0058, -0.2675)  0.098
H (-0.7715, 1.3873, -0.6121)  0.075
H (-2.0447, 1.8263, 0.6250)  0.101

Look up the multiplicity of the eighth one. 1